1.
A 17-piece molecular cluster, C99H224N8O17 overall. Source: the Open Molecules 2025 dataset; level of theory: ωB97M-V/def2-TZVPD.

M, g mol⁻¹: 1798.92
Highest occupied orbital energy, eV: -8.113
Electronic energy, Ha: -5623.0694

Cartesian coordinates (Å):
C 6.41705 4.41035 -4.06853
C 5.07597 3.78268 -4.41642
C 4.17683 4.73362 -5.26657
O 5.35141 2.54797 -5.08763
H 7.00234 3.75353 -3.48581
H 6.19208 5.30555 -3.47792
H 6.96406 4.62933 -4.99123
H 4.60229 3.51554 -3.47792
H 3.13429 4.29850 -5.33080
H 4.66035 4.89431 -6.22364
H 4.03856 5.72146 -4.77344
H 4.51342 2.01541 -5.03219
C 0.24235 -0.43123 -7.53091
C -0.26109 -1.39909 -8.55130
C 0.01201 -2.84806 -8.15426
O -1.71728 -1.32428 -8.62163
H -0.11117 0.54849 -7.81461
H 1.35639 -0.41104 -7.43908
H -0.24846 -0.66558 -6.53515
H 0.10462 -1.05786 -9.57454
H -0.32145 -3.52118 -8.92711
H -0.37671 -3.10814 -7.16241
H 1.08924 -3.02118 -8.14222
H -1.81645 -1.63454 -9.51475
C -4.48174 4.68472 2.31288
C -3.04450 4.28032 2.41311
C -2.25869 5.21488 3.37139
O -2.87135 2.97926 2.85128
H -4.51465 5.75400 2.04684
H -4.93377 4.56617 3.29215
H -5.09002 4.04436 1.64898
H -2.58739 4.47977 1.39906
H -1.21467 5.02231 3.24935
H -2.37143 5.06908 4.46850
H -2.48074 6.23297 3.10863
H -3.58500 2.44768 2.49211
C -5.34735 -0.81981 -6.75276
C -4.07565 -0.34579 -6.03473
C -3.27326 -1.50322 -5.55212
O -3.36097 0.41219 -6.97507
H -5.88245 -0.02731 -7.13113
H -6.02360 -1.23505 -5.96691
H -5.12895 -1.61922 -7.55421
H -4.29818 0.30577 -5.20761
H -3.79475 -2.22043 -4.86482
H -2.37934 -1.19181 -5.06260
H -3.00123 -2.06955 -6.47097
H -2.86153 -0.17156 -7.56629
C 4.64188 2.69644 3.09105
C 6.03970 2.09552 3.20606
C 7.01098 3.19119 2.83120
O 6.37465 1.73164 4.57036
H 4.49024 3.49163 3.76905
H 3.80182 1.97372 3.29264
H 4.53761 3.10017 2.06952
H 6.12679 1.31547 2.49320
H 6.58615 3.89581 2.09637
H 7.91950 2.79606 2.35679
H 7.22637 3.74646 3.73016
H 6.03594 0.81967 4.75222
C -0.31275 -3.54929 -4.03737
C 0.27986 -4.96814 -3.68987
C -0.67574 -5.64543 -2.60207
O 0.44259 -5.80934 -4.82600
H -1.36518 -3.53321 -4.32530
H 0.24344 -3.04906 -4.85116
H -0.22409 -2.83519 -3.17278
H 1.34082 -4.85950 -3.40552
H -0.65194 -5.07199 -1.71390
H -0.45018 -6.71479 -2.35191
H -1.68608 -5.58332 -3.00627
H -0.38597 -6.17157 -5.07913
C -4.85981 1.15381 -2.77392
C -5.50137 2.18625 -1.80671
C -6.94273 1.76807 -1.35876
O -4.74830 2.20032 -0.56570
H -4.87701 0.18663 -2.29583
H -3.85887 1.51075 -3.03600
H -5.54919 1.06401 -3.66291
H -5.55363 3.23861 -2.18804
H -7.55513 1.96240 -2.22189
H -7.16993 2.45820 -0.54148
H -6.91173 0.72395 -0.94901
H -3.78972 2.08600 -0.68396
C 5.22023 0.22750 -2.14447
C 5.74671 0.19162 -0.72206
C 4.66542 0.28920 0.33706
O 6.40631 -1.06540 -0.50693
H 4.51114 -0.62176 -2.27643
H 5.99859 0.09457 -2.87090
H 4.72358 1.17215 -2.38340
H 6.47629 1.00128 -0.61086
H 3.79932 -0.39068 0.22959
H 4.22181 1.29847 0.25989
H 4.92683 0.19720 1.41732
H 7.28418 -1.03641 -0.87181
C -5.66376 -0.72307 3.53046
C -6.16264 0.43425 2.60455
C -6.81735 1.56054 3.36673
O -4.94191 0.92711 2.00483
H -5.41753 -1.63679 2.94125
H -6.54369 -1.04058 4.17449
H -4.81512 -0.26836 4.08341
H -6.81641 0.03019 1.80025
H -6.98431 2.43037 2.78621
H -6.11107 1.90591 4.16934
H -7.67511 1.11048 3.85751
H -5.12691 1.04122 1.07774
C -0.83533 7.06697 -6.06342
C -2.08100 6.61695 -6.87110
C -1.62724 5.99972 -8.21016
C -1.18651 4.58519 -8.22676
C -2.33476 3.75621 -7.63777
C -2.53190 4.13507 -6.16905
N -2.85877 5.60795 -6.18096
O -2.97574 5.99263 -4.80448
C -3.83873 3.52983 -5.64921
C -1.38935 3.79808 -5.19997
C -2.95733 7.80994 -7.18317
H -1.13319 7.58020 -5.16756
H -0.36935 7.81526 -6.67592
H -0.15801 6.16871 -5.96962
H -2.47706 6.16189 -8.85387
H -0.90651 6.64107 -8.56770
H -0.30361 4.55972 -7.58058
H -0.78221 4.33284 -9.19717
H -2.24733 2.65676 -7.60609
H -3.20995 4.11167 -8.13420
H -3.85532 2.48688 -6.01956
H -3.82071 3.59123 -4.57906
H -4.64554 4.09986 -6.13056
H -1.22517 2.71264 -5.10716
H -0.38456 4.28018 -5.40717
H -1.64445 4.29453 -4.22049
H -3.97619 7.45865 -7.39408
H -2.65457 8.45334 -8.00206
H -3.01418 8.55016 -6.35725
H -3.80750 6.46644 -4.85415
C -0.61170 0.30794 4.88827
C -1.38218 0.46312 6.21456
C -0.30922 0.62279 7.36028
C -0.89166 1.05370 8.72778
C -1.52053 2.42610 8.38238
C -2.62251 2.41560 7.37713
N -2.07060 1.82148 6.08288
O -3.15278 1.54893 5.23668
C -3.80486 1.66313 8.00716
C -3.10726 3.84172 7.15176
C -2.31913 -0.75818 6.47338
H 0.07352 -0.54509 4.97857
H -0.00284 1.18814 4.61821
H -1.33743 0.22783 4.08404
H 0.22016 -0.33969 7.41068
H 0.42165 1.37073 6.94198
H -0.05394 1.21511 9.52056
H -1.65264 0.36984 9.11784
H -0.72197 3.03125 8.00736
H -1.92737 2.88480 9.24956
H -4.38692 1.00839 7.37053
H -3.35429 1.05619 8.81634
H -4.59177 2.35241 8.40360
H -3.67256 4.18931 8.06148
H -2.22186 4.49662 7.07693
H -3.75095 4.02433 6.21248
H -2.92486 -0.89323 5.55699
H -2.90418 -0.72794 7.41270
H -1.69109 -1.69259 6.71071
H -3.06515 2.16126 4.50571
C 3.88468 -2.93699 5.14567
C 4.71803 -1.69406 5.56999
C 5.32357 -2.01797 6.94394
C 6.57528 -2.87494 6.88886
C 7.65281 -2.11148 6.00915
C 7.09126 -1.98254 4.59979
N 5.77646 -1.23808 4.70479
O 5.18064 -1.06281 3.46514
C 7.94099 -0.98056 3.84610
C 7.02789 -3.32698 3.89256
C 3.67294 -0.62594 5.69459
H 3.40894 -2.76498 4.18038
H 3.09270 -3.04425 5.90176
H 4.54567 -3.77375 5.09696
H 5.48829 -1.13032 7.52609
H 4.56138 -2.55457 7.43443
H 6.25447 -3.83130 6.32609
H 6.96284 -3.12168 7.84329
H 8.59727 -2.73679 5.94804
H 7.96732 -1.17269 6.56196
H 7.57967 -0.84861 2.83503
H 7.82842 -0.04059 4.36302
H 8.95385 -1.39893 3.83128
H 6.59771 -4.03970 4.53738
H 6.50211 -3.25779 2.97381
H 8.04206 -3.82634 3.66255
H 2.90113 -0.85822 6.39437
H 3.14791 -0.38271 4.75272
H 4.12193 0.32492 6.00723
H 5.20935 -1.87624 2.92297
C -4.51123 -2.19704 -0.01359
C -4.17114 -3.64781 -0.20306
C -5.19797 -4.65090 0.48048
C -6.56236 -4.57868 -0.09408
C -6.45321 -5.00744 -1.59731
C -5.41280 -4.15242 -2.35073
N -4.13826 -4.09410 -1.57048
O -3.18243 -3.36163 -2.33120
C -5.08693 -4.87043 -3.65274
C -5.92294 -2.74618 -2.70828
C -2.85174 -4.03005 0.46211
H -5.55232 -2.08272 -0.19071
H -3.88127 -1.55453 -0.60994
H -4.44247 -1.87847 1.03335
H -4.90409 -5.69518 0.47988
H -5.16318 -4.45098 1.57991
H -6.97416 -3.57426 -0.01593
H -7.18202 -5.33208 0.46539
H -7.35935 -4.85259 -2.17413
H -6.20751 -6.03899 -1.82302
H -6.01913 -5.07204 -4.07164
H -4.41187 -4.31271 -4.31891
H -4.58428 -5.79068 -3.48718
H -5.14619 -2.11823 -3.14945
H -6.66807 -2.91484 -3.46347
H -6.38987 -2.11300 -1.97865
H -2.91786 -4.07108 1.55536
H -1.98540 -3.38486 0.20980
H -2.65022 -5.01199 0.12162
H -3.52178 -2.45935 -2.46163
C -0.18366 -3.41965 3.55646
C -0.36793 -4.82344 3.98845
C -1.24629 -4.93938 5.28307
C -1.69754 -6.36010 5.65827
C -2.45186 -6.97085 4.46994
C -1.70074 -6.93993 3.15481
N -1.16253 -5.52400 2.95410
O -0.29632 -5.53588 1.82067
C -0.51287 -7.98664 3.14153
C -2.52693 -7.24058 1.98094
C 0.99164 -5.48133 4.36370
H -1.16754 -2.96084 3.34700
H 0.33433 -2.83305 4.35406
H 0.49441 -3.34261 2.70199
H -0.74651 -4.49977 6.18548
H -2.12796 -4.34683 5.15739
H -0.76547 -6.94484 5.76540
H -2.25662 -6.34682 6.58449
H -3.39499 -6.42356 4.38423
H -2.72466 -8.03416 4.81042
H 0.10359 -7.94771 4.00581
H 0.16350 -7.82641 2.27504
H -0.90688 -9.03970 3.05009
H -1.96756 -7.33876 1.13858
H -3.32226 -6.48295 1.83641
H -2.94644 -8.22881 2.29079
H 0.95889 -6.54737 4.74387
H 1.71750 -5.43689 3.61712
H 1.45355 -4.85688 5.16208
H -0.66321 -4.85157 1.27704
C 0.43566 6.81196 -2.50603
C 1.33977 7.65798 -1.65171
C 0.65311 8.96239 -1.30104
C -0.47279 8.70663 -0.34427
C 0.15386 8.10110 0.91349
C 0.84675 6.68127 0.67099
N 1.80961 7.00004 -0.37321
O 2.55299 5.82776 -0.60133
C 1.58541 6.17755 1.89131
C -0.13872 5.55233 0.27402
C 2.70383 7.97837 -2.36035
H 0.42681 7.08004 -3.57991
H -0.55334 7.02558 -2.13935
H 0.66198 5.72510 -2.28784
H 1.39242 9.66474 -0.92717
H 0.33806 9.40461 -2.25583
H -1.27513 8.06863 -0.75029
H -0.93861 9.66827 -0.09120
H -0.59918 7.95888 1.66778
H 0.95650 8.71824 1.38228
H 0.85440 5.95794 2.68497
H 2.07805 5.22172 1.69062
H 2.27604 6.95343 2.27625
H -0.51007 5.15669 1.23293
H -0.90950 5.93165 -0.45353
H 0.43312 4.78740 -0.31382
H 3.21384 8.70092 -1.73681
H 2.47573 8.28681 -3.40261
H 3.28040 7.05519 -2.40905
H 3.06493 5.67738 0.19643
C 1.09032 -0.19409 1.02971
C 0.25741 0.19906 -0.21308
C -0.40647 1.53090 0.09811
C -1.06207 2.14951 -1.10445
C -0.02583 2.27750 -2.16587
C 0.61766 0.99012 -2.64606
N 1.23531 0.34662 -1.43556
O 1.52688 -1.00405 -1.75239
C -0.31250 0.07353 -3.45408
C 1.87715 1.27546 -3.54103
C -0.88143 -0.82679 -0.38324
H 2.04371 0.32708 1.01879
H 1.17292 -1.28837 1.12955
H 0.46943 0.10191 1.82176
H -1.10730 1.50229 0.91213
H 0.31851 2.22080 0.44351
H -1.42043 3.16647 -0.84177
H -1.94482 1.52558 -1.40071
H 0.79280 2.87947 -1.80347
H -0.48721 2.86862 -3.00490
H -0.68198 0.65824 -4.30255
H 0.21630 -0.80583 -3.77305
H -1.14342 -0.32081 -2.83434
H 1.65494 1.40550 -4.61310
H 2.40444 2.18446 -3.18724
H 2.61291 0.43292 -3.43130
H -0.55018 -1.83972 -0.74103
H -1.56953 -0.60194 -1.16823
H -1.45431 -0.95951 0.53704
H 2.46918 -1.04234 -1.56455
C 4.91180 -5.89868 2.35583
C 5.32254 -5.70308 0.87527
C 4.93637 -6.94743 0.02592
C 3.47356 -7.02016 -0.34219
C 3.13697 -5.70444 -0.98177
C 3.44504 -4.40851 -0.33171
N 4.78107 -4.49367 0.27975
O 5.02123 -3.30848 1.05159
C 3.48762 -3.33599 -1.33132
C 2.31570 -4.15992 0.70502
C 6.82972 -5.59453 0.95923
H 4.99221 -4.96032 2.89112
H 5.56015 -6.65522 2.71773
H 3.85675 -6.26597 2.33553
H 5.53244 -7.00073 -0.89078
H 5.24054 -7.82085 0.63076
H 2.87896 -7.26601 0.49861
H 3.27951 -7.70327 -1.17238
H 2.04949 -5.66070 -1.13590
H 3.58653 -5.64999 -1.97749
H 3.61644 -2.41739 -0.80546
H 4.36556 -3.53153 -1.95777
H 2.59930 -3.14979 -1.95622
H 2.24422 -3.18578 1.23595
H 1.30002 -4.20759 0.26733
H 2.31716 -5.00730 1.39910
H 7.22456 -5.68180 -0.10135
H 7.05933 -6.51559 1.43118
H 7.28074 -4.77649 1.51407
H 5.68590 -2.81839 0.52504

2.
A 2-piece molecular cluster, CH5OPS2 overall. Source: the Open Molecules 2025 dataset; level of theory: ωB97M-V/def2-TZVPD.

M, g mol⁻¹: 128.16
Highest occupied orbital energy (spin up / spin down), eV: -7.741 / -7.532
Electronic energy, Ha: -1253.9290

Cartesian coordinates (Å):
C -0.86559 -1.11362 0.97585
O -1.25186 -0.03206 0.47285
P -1.90205 0.95683 -0.68889
S 2.76888 0.73860 0.18710
S 1.30580 0.67825 -1.39840
H -0.80163 -2.09243 0.41469
H -0.82359 -1.21433 2.04591
H -1.67450 0.13556 -1.87296
H 0.99016 2.00759 -1.29815
H 2.25437 -0.06438 1.16200

3.
A 10-piece molecular cluster, C26H70N12O10 overall. Source: the Open Molecules 2025 dataset; level of theory: ωB97M-V/def2-TZVPD.

M, g mol⁻¹: 710.92
SMILES string: CC1(C)CCCC(C)(C)N1O.CC1(C)CCCC(C)(C)N1O.NC(N)=O.NC(N)=O.NC(N)=O.NC(N)=O.NC(N)=O.CO.CO.CO
Highest occupied orbital energy, eV: -8.565
Electronic energy, Ha: -2442.1847

Cartesian coordinates (Å):
C -6.97871 -18.66917 -1.59456
C -8.49234 -18.67375 -2.05033
C -8.56648 -18.77581 -3.51446
C -9.12084 -19.86803 -1.29033
C -10.62037 -19.86763 -1.33002
C -11.19753 -18.63504 -0.64921
C -10.58972 -17.36229 -1.28699
C -11.29330 -17.08418 -2.62122
C -10.89838 -16.21181 -0.25982
N -9.11518 -17.44875 -1.42890
O -8.61324 -16.31308 -2.11096
H -6.43566 -19.57367 -1.93582
H -6.53142 -17.80868 -2.11661
H -6.94221 -18.62004 -0.48007
H -7.85580 -19.51130 -3.89572
H -9.54742 -19.01714 -3.90669
H -8.24148 -17.91184 -4.02437
H -8.64159 -20.73966 -1.72365
H -8.78391 -19.73376 -0.22830
H -10.84087 -19.86898 -2.37958
H -11.08070 -20.78483 -0.84336
H -10.99525 -18.65852 0.44925
H -12.27117 -18.54645 -0.80264
H -10.93335 -16.08839 -3.00161
H -12.33240 -16.96622 -2.51683
H -11.12689 -17.83917 -3.40450
H -10.61081 -15.22091 -0.54575
H -10.31841 -16.38297 0.62952
H -11.94021 -16.24476 -0.03389
H -9.06930 -16.21804 -2.93530
C -14.30711 -21.00054 -3.26520
C -13.95923 -21.21958 -4.76235
C -14.18151 -22.77441 -4.99625
C -14.97994 -20.48825 -5.64453
C -14.71185 -20.61637 -7.08620
C -13.30946 -20.15395 -7.39115
C -12.15039 -20.77574 -6.54642
C -11.69352 -22.19224 -7.08168
C -10.96132 -19.78541 -6.52051
N -12.60158 -20.76290 -5.13917
O -11.61435 -21.23156 -4.24995
H -14.14083 -19.96283 -2.87993
H -15.33636 -21.18967 -3.10412
H -13.63833 -21.64860 -2.74671
H -13.34116 -23.31080 -4.47322
H -15.11847 -23.16036 -4.57760
H -14.22384 -23.05130 -6.03156
H -15.90801 -21.03624 -5.41757
H -15.07505 -19.46328 -5.34502
H -14.88579 -21.68218 -7.40376
H -15.44964 -20.04161 -7.68529
H -13.22535 -19.04575 -7.25774
H -13.03209 -20.33930 -8.44289
H -12.56974 -22.75547 -7.35084
H -11.01190 -22.69215 -6.39283
H -11.10040 -22.00947 -8.01344
H -10.02961 -20.37935 -6.47353
H -11.00846 -19.06942 -5.73525
H -10.86113 -19.24897 -7.48117
H -11.32074 -22.12418 -4.43638
N -5.28745 -19.77768 -6.94612
C -4.34802 -19.03084 -7.63840
N -3.57785 -18.27153 -6.78994
O -4.16386 -19.22065 -8.82794
H -5.91446 -20.34423 -7.43546
H -5.64857 -19.47244 -6.01826
H -3.20594 -17.47948 -7.26683
H -3.95299 -18.35608 -5.85236
N -6.37490 -14.67419 -3.32887
C -5.71036 -14.50602 -4.53553
N -6.62926 -14.63259 -5.53877
O -4.53889 -14.33318 -4.63416
H -5.76959 -14.68596 -2.53435
H -7.13019 -15.29656 -3.31164
H -6.38087 -14.55341 -6.52208
H -7.53634 -14.99483 -5.42964
N -7.30154 -23.21108 -6.28039
C -7.85060 -22.09199 -5.80490
N -8.66160 -22.22934 -4.63499
O -7.76009 -21.03857 -6.39309
H -7.06848 -23.13290 -7.24987
H -7.54040 -24.10191 -5.82526
H -8.46879 -23.03127 -4.01079
H -8.61538 -21.33853 -4.16005
N -6.77835 -21.15814 -9.58900
C -6.10943 -22.26594 -9.28671
N -4.73129 -22.04317 -9.47725
O -6.61107 -23.32359 -8.97785
H -6.20227 -20.40278 -9.91333
H -7.73930 -21.20727 -9.29747
H -4.53418 -21.05852 -9.23932
H -4.13875 -22.67328 -8.96606
N -10.63060 -16.20540 -6.49684
C -10.14102 -15.28098 -5.67910
N -10.71239 -14.00852 -5.75213
O -9.24901 -15.43160 -4.87304
H -11.41915 -16.03431 -7.10658
H -10.15146 -17.11627 -6.48988
H -11.69324 -14.03191 -5.97923
H -10.44861 -13.48671 -4.93626
C -6.01522 -18.76462 -12.10154
O -6.19942 -18.42211 -10.75468
H -6.97784 -18.87243 -12.55122
H -5.39817 -18.08527 -12.70070
H -5.54855 -19.76907 -12.24544
H -5.34904 -18.38318 -10.28697
C -9.70197 -18.94548 -10.74861
O -9.73488 -17.57546 -11.06029
H -8.88889 -19.39269 -11.38740
H -9.59394 -19.02758 -9.66239
H -10.68968 -19.31515 -11.04269
H -9.20164 -17.08960 -10.39351
C -7.48640 -17.34761 -7.57138
O -8.28572 -18.31693 -6.84788
H -8.12342 -16.44497 -7.51491
H -6.56907 -17.18606 -6.97561
H -7.29781 -17.64133 -8.54907
H -7.92416 -19.22380 -6.84833